# 1
C6H4O in the gas phase at a distorted geometry. Source: the Open Molecules 2025 dataset; level of theory: wB97M-V/def2-TZVPD.

Structure (XYZ):
```
11
Properties=species:S:1:pos:R:3:nbo_charge:R:1
C 1.15641 1.41720 2.31426 -0.282
C 0.88410 0.68472 1.38870 -0.013
C 0.56388 -0.23925 0.38878 -0.388
C -0.38652 0.07300 -0.50581 0.309
O -1.04756 1.24763 -0.51885 -0.637
C -0.73196 -0.84631 -1.53790 -0.076
C -0.96265 -1.66796 -2.38382 -0.152
H 1.43712 1.15617 3.30288 0.244
H 1.06848 -1.19833 0.42011 0.256
H -0.79306 1.75626 0.27241 0.500
H -1.18823 -2.38313 -3.14076 0.239
```

The value obtained for the gap between HOMO and LUMO is 8.89 eV. The largest force on an atom is 1.43 eV Å⁻¹.



# 2
6 unconnected molecules or ions with the total composition H12O5S at a distorted geometry. Source: the Open Molecules 2025 dataset; level of theory: wB97M-V/def2-TZVPD.

Structure (XYZ):
```
18
Properties=species:S:1:pos:R:3:nbo_charge:R:1
O -0.80224 1.13666 -2.58990 -0.969
H -0.70287 2.08435 -2.65482 0.464
H 0.09449 0.84962 -2.32286 0.496
O -2.04250 0.98924 0.48746 -0.986
H -1.80236 1.16314 -0.41808 0.479
H -1.57764 0.13932 0.68668 0.485
O 1.76860 0.23358 -1.58938 -0.972
H 2.61651 0.11900 -2.03885 0.476
H 2.02939 0.33779 -0.65953 0.496
O -1.34979 -1.59050 1.45615 -0.979
H -2.28333 -1.79384 1.51711 0.479
H -1.00354 -2.05434 0.65660 0.505
O 0.21714 -2.87852 -0.39914 -0.952
H 0.55831 -2.45892 -1.17752 0.486
H 0.61139 -3.76390 -0.48294 0.483
S 1.14852 1.28035 1.50572 -0.355
H 0.59029 0.10518 1.83278 0.172
H 0.02322 2.01305 1.52546 0.190
```

The value obtained for the gap between HOMO and LUMO is 9.80 eV. The largest force on an atom is 1.14 eV Å⁻¹.



One value per record, in order, for ΔE to the lowest compared entry with this formula, charge and spin: 72.6; 4.1 kcal per mole.